ORCA calculation (wB97M-V/def2-TZVPD) on C5H10BCoF4Se2Te2 as an isolated structure in a non-equilibrium geometry.

Summary:
ΔE to the lowest compared entry with this formula, charge and spin	0.000	eV
lowest unoccupied orbital energy (alpha / beta)	4.488 / 4.489	eV
calculated total energy	-7342.61919	a.u.
HOMO energy (alpha / beta)	-0.244 / -0.241	eV

The geometry in ORCA input format:
```
! wB97M-V def2-TZVPD RIJCOSX def2/J DEFGRID3
* xyz -2 1
Co 0.58083 0.11634 -1.38596
Se 2.75576 0.33030 -2.71162
Te 4.08831 1.52830 -1.03680
Te 1.97877 3.36782 -0.14663
Se 0.21506 2.42155 -1.62664
C -0.30137 0.59690 2.82716
C -0.65106 0.51625 1.34034
C -1.83723 -0.41836 1.13722
C 0.55157 0.07423 0.53833
H -1.15426 0.91208 3.41966
H 0.50711 1.30329 2.99233
H 0.02139 -0.37415 3.19445
H -0.94544 1.53750 1.01050
H -1.56721 -1.43719 1.40423
H -2.14887 -0.43246 0.09934
H -2.68175 -0.11545 1.75191
H 0.81397 -0.94200 0.84967
H 1.41635 0.74996 0.71198
F -0.85599 -0.32286 -3.81353
B -0.98549 -0.14980 -2.50011
F -2.27342 -0.24900 -2.14851
F 1.53753 -2.44106 -0.70162
C 0.61003 -1.82330 -1.50708
F -0.54379 -2.52170 -1.17588
H 0.86923 -2.22720 -2.52275
*
```

Atom charges from the Mulliken analysis, given in e for atoms 1 to 5:
1 Co 0.151
2 Se -0.555
3 Te -0.279
4 Te -0.358
5 Se -0.397